# 1
9
Properties=species:S:1:pos:R:3:forces:R:3 method="wB97M-V/def2-TZVPD" charge=0 e_above_lowest_ev=2.325 lumo_ev=0.58 spin_multiplicity=1
S -1.575 0.721 0.013 1.92 -1.49 -0.01
O -2.534 -0.642 -0.162 0.39 0.79 -0.29
N 0.605 -1.224 0.014 -1.70 2.07 -0.64
N 1.076 1.143 -0.130 -0.75 2.93 0.64
C 0.415 0.032 -0.064 -4.18 -4.02 0.49
H -2.095 -1.395 0.237 0.37 -0.33 0.39
H 0.542 1.838 0.444 1.60 -0.14 -0.99
H 2.058 1.119 -0.179 1.22 0.32 0.33
H 1.508 -1.592 -0.173 1.13 -0.12 0.08

***

# 2
9
Properties=species:S:1:pos:R:3:forces:R:3 method="wB97M-V/def2-TZVPD" charge=0 e_above_lowest_ev=5.302 lumo_ev="-0.35 / -1.66" spin_multiplicity=1
S -0.879 0.575 0.259 0.59 1.52 1.78
O 1.685 0.988 0.191 -0.59 0.51 -0.08
N 1.948 0.749 1.397 -0.53 1.47 2.89
N -2.268 -0.999 -1.123 -2.23 -0.48 2.31
C -1.177 -0.439 -1.026 1.10 0.81 -1.70
H -0.446 -0.352 -1.819 0.72 -0.54 -0.22
H 1.576 1.353 2.258 0.85 -0.82 -2.74
H -2.371 -1.669 -1.808 -0.16 -1.28 -2.29
H 1.932 -0.206 1.671 0.24 -1.19 0.05

***

# 3
9
Properties=species:S:1:pos:R:3:forces:R:3 method="wB97M-V/def2-TZVPD" charge=0 e_above_lowest_ev=4.221 lumo_ev=0.61 spin_multiplicity=1
S 0.096 0.597 1.873 -1.65 -1.15 -1.62
O -0.783 1.003 -0.665 -1.47 2.00 -1.00
N 0.078 0.237 -1.480 -1.16 1.45 -0.33
N 0.600 -0.622 0.714 -0.24 -4.05 1.85
C 0.646 -0.580 -0.720 1.88 -1.94 0.95
H -1.292 0.562 1.474 1.93 0.32 0.99
H 0.496 -1.707 1.253 0.58 4.33 -2.75
H 1.336 -1.303 -1.318 -1.20 1.11 1.70
H -1.177 1.812 -1.131 1.33 -2.07 0.20

***

# 4
10
Properties=species:S:1:pos:R:3:forces:R:3 method="wB97M-V/def2-TZVPD" charge=0 e_above_lowest_ev=0.260 lumo_ev=0.45 spin_multiplicity=1
S 1.849 -0.769 -0.217 0.28 2.01 -1.03
S -1.575 -1.140 0.240 0.20 -0.19 -0.39
O -0.332 2.378 -0.001 0.34 -0.90 0.17
N 1.024 0.568 0.489 -0.98 -0.58 -0.59
N -1.142 0.314 -0.527 0.62 0.28 0.43
C -0.157 1.173 -0.006 0.27 0.04 -0.08
H -1.919 0.861 -0.867 -0.03 -0.03 -0.03
H 1.433 -1.757 0.495 -0.73 -1.08 1.21
H 1.593 1.192 1.025 0.21 0.28 0.05
H -1.080 -1.987 -0.699 -0.17 0.17 0.26

***

# 5
8
Properties=species:S:1:pos:R:3:forces:R:3 method="wB97M-V/def2-TZVPD" charge=+1 e_above_lowest_ev=0.000 lumo_ev=-5.87 spin_multiplicity=1
P -2.230 -0.069 -0.008 -1.65 -0.05 -1.68
N -0.809 0.238 0.441 4.71 1.52 -0.45
N 1.300 -0.373 -0.324 -0.84 1.50 -0.42
C 0.431 0.585 0.026 -2.26 -5.02 0.38
H 0.833 1.514 -0.009 0.55 3.17 0.55
H 2.209 -0.027 -0.653 -0.50 -0.72 0.08
H -2.638 -0.614 1.176 -0.65 -0.38 1.22
H 0.904 -1.254 -0.649 0.63 -0.03 0.32

***

# 6
9
Properties=species:S:1:pos:R:3:forces:R:3 method="wB97M-V/def2-TZVPD" charge=0 e_above_lowest_ev=0.490 lumo_ev=-1.00 spin_multiplicity=1
P -1.039 -0.621 0.072 1.36 -1.71 -0.13
P 0.183 1.024 0.040 -0.12 -0.02 -0.02
N 2.695 -0.475 -0.028 0.12 -0.12 -0.10
N 0.008 -1.971 -0.080 -0.39 1.08 -0.21
C 1.705 0.116 -0.021 0.14 0.50 0.06
H 0.994 -1.831 -0.358 -0.80 -0.28 0.43
H -2.363 3.642 0.066 0.70 -0.94 0.38
H -1.907 3.057 0.307 -0.75 0.98 -0.38
H -0.275 -2.942 0.001 -0.26 0.51 -0.05

***

Please write out number 5 again, unchanged.
8
Properties=species:S:1:pos:R:3:forces:R:3 method="wB97M-V/def2-TZVPD" charge=+1 e_above_lowest_ev=0.000 lumo_ev=-5.87 spin_multiplicity=1
P -2.230 -0.069 -0.008 -1.65 -0.05 -1.68
N -0.809 0.238 0.441 4.71 1.52 -0.45
N 1.300 -0.373 -0.324 -0.84 1.50 -0.42
C 0.431 0.585 0.026 -2.26 -5.02 0.38
H 0.833 1.514 -0.009 0.55 3.17 0.55
H 2.209 -0.027 -0.653 -0.50 -0.72 0.08
H -2.638 -0.614 1.176 -0.65 -0.38 1.22
H 0.904 -1.254 -0.649 0.63 -0.03 0.32